C4H12N3O | wB97M-V/def2-TZVPD

Each line ends with the Löwdin charge.
Element x y z (Å)
H -3.35 0.55 -1.29  0.095
C 1.14 -1.65 0.83  -0.110
H -2.64 1.52 -0.13  0.103
H 2.56 -0.74 2.14  0.123
H 0.88 -0.06 2.27  0.120
H -1.23 -0.21 -2.04  0.169
C 1.69 -0.38 1.60  -0.240
C -0.89 -0.49 0.07  0.091
O -0.27 1.35 -1.21  -0.007
N -2.53 1.06 -1.03  0.087
H 0.68 -2.32 1.57  0.135
N 0.14 -1.28 -0.16  0.074
H 2.76 0.73 0.20  0.096
C -1.27 0.35 -1.10  -0.425
H 1.96 -2.17 0.34  0.129
H -0.69 2.16 -1.48  0.111
H 1.18 1.24 0.47  0.039
H 0.09 -1.87 -0.97  0.189
N 1.99 0.80 0.86  0.036
H -1.65 -0.90 0.75  0.184

Results
frontier orbital gap	6.31	eV
lowest unoccupied orbital energy	-6.73	eV
energy above the lowest of the compared OMol25 structures with the same formula, charge and spin	398.40	kJ/mol
total charge	+1
DFT total energy	-398.76557	Ha
SMILES	NCC/[NH+]=C/[C@@H](N)O


C5H9N2O | wB97M-V/def2-TZVPD

Each line ends with the Löwdin charge.
Element x y z (Å)
H -1.70 -0.80 0.57  0.133
C 0.59 1.48 -0.38  0.058
C 1.28 -0.42 1.02  0.048
H -3.28 -1.92 -0.36  0.116
C -1.73 -0.76 -0.59  -0.228
H -0.02 -0.43 -2.13  0.145
C 1.46 1.95 0.80  0.021
H 1.35 -1.51 1.33  0.177
H 1.76 3.04 0.98  0.142
H 2.40 0.76 2.44  0.175
N 1.83 0.78 1.58  0.062
N 0.58 0.05 -0.13  -0.123
O -2.54 -1.86 -1.02  -0.078
H 0.27 -1.88 -0.97  0.146
H -2.16 0.28 -0.85  0.134
C -0.20 -0.84 -1.08  -0.081
H 0.10 2.07 -1.22  0.153

Results
frontier orbital gap	9.97	eV
lowest unoccupied orbital energy	-3.90	eV
energy above the lowest of the compared OMol25 structures with the same formula, charge and spin	285.28	kJ/mol
total charge	+1
DFT total energy	-380.34314	Ha
SMILES	OCCn1cc[nH+]c1


C8H18F6N4O8S2 | wB97M-V/def2-TZVPD

Each line ends with the Löwdin charge.
Element x y z (Å)
F 5.40 -1.15 1.56  0.153
H 2.19 1.98 -1.89  0.115
H -1.08 3.17 -1.45  0.084
O 2.06 -3.84 -1.74  -0.280
H 2.05 0.76 -0.65  0.080
H -2.22 3.79 3.36  0.107
H 0.28 3.54 3.28  0.079
F 0.83 -2.68 -3.99  0.173
F 3.62 0.03 1.53  0.124
F 1.26 -0.64 -3.57  0.156
H 0.36 2.94 1.61  0.072
O 2.71 -2.66 1.79  -0.280
H -0.56 2.36 -2.97  0.089
F -0.17 -1.71 -2.37  0.135
O 3.56 -2.06 -2.59  -0.288
H -3.19 2.35 3.00  0.107
C 0.33 1.75 -1.12  -0.562
F 4.69 -0.30 -0.31  0.134
H -5.10 0.14 0.75  0.103
H -4.94 -0.81 -1.45  0.075
H -0.32 -0.21 0.87  0.092
O -1.41 0.83 2.61  0.016
C 4.33 -0.86 0.84  -0.687
C -3.61 -1.22 0.27  -0.570
N 2.10 -1.76 -0.47  -0.327
H 0.78 1.87 2.89  0.090
H -3.44 -1.50 -1.88  0.082
N -4.35 -0.45 1.08  0.176
O -2.59 -1.78 0.64  0.030
S 3.35 -2.43 0.52  0.664
N 1.66 1.54 -1.16  0.204
C -1.27 2.05 2.78  -0.577
N -2.31 2.83 3.06  0.170
H 0.43 3.62 -2.36  0.079
C -0.23 2.82 -2.04  0.008
O 4.30 -3.36 0.02  -0.242
O -0.43 1.09 -0.42  0.006
H 0.87 -1.33 0.50  0.063
C 0.10 2.68 2.64  0.006
H -4.65 -2.50 -1.10  0.092
S 2.36 -2.45 -1.89  0.578
H -3.98 -0.12 1.95  0.098
C 0.97 -1.80 -3.04  -0.718
O 0.03 -1.13 1.06  0.165
H -0.61 -1.85 0.93  0.126
C -4.19 -1.52 -1.09  -0.003

Results
frontier orbital gap	9.84	eV
lowest unoccupied orbital energy	0.08	eV
DFT total energy	-2532.16852	Ha


C12H30O2OsP2Si | wB97M-V/def2-TZVPD

Each line ends with the Löwdin charge.
Element x y z (Å)
C 0.67 2.13 2.80  -0.207
H 1.13 1.40 3.48  0.069
H 1.80 -0.68 1.71  0.034
C 1.05 2.25 -2.26  -0.222
H -4.34 -2.43 -0.16  0.108
C 1.53 -0.50 0.66  -0.442
P -0.74 1.37 1.99  0.739
H -2.19 1.66 3.85  0.078
H -1.37 3.88 -0.75  0.108
H 1.89 2.37 -1.57  0.056
H -1.53 0.96 -3.36  0.065
H 4.34 -2.07 0.98  0.051
H 2.26 -0.92 -2.44  0.033
C -1.88 0.80 3.25  -0.204
C -0.82 3.11 -0.21  -0.367
H 0.85 3.21 -2.75  0.075
H 0.14 3.56 0.08  0.091
H 0.31 2.98 3.38  0.077
H -1.80 3.49 1.70  0.112
H 2.10 0.36 0.29  0.025
C -1.78 1.68 -2.58  -0.220
C -3.42 -2.71 -0.66  0.055
Os -0.40 -0.27 0.26  1.417
O -2.51 -0.70 0.35  -0.146
H 2.24 -4.02 1.20  0.049
H 1.27 -4.38 -0.23  0.053
C -2.34 -1.78 -0.31  -0.605
C -1.61 2.65 1.03  -0.367
H 2.18 -2.66 -2.70  0.057
H 1.31 1.51 -3.01  0.057
H -2.71 1.38 -2.11  0.056
C 1.50 -3.61 0.50  -0.163
H 0.71 -1.79 -2.29  0.012
H -3.13 -3.73 -0.39  0.117
Si 2.23 -2.11 -0.31  0.465
H -2.58 2.23 0.75  0.096
H -3.57 -2.69 -1.74  0.119
H 4.49 -1.09 -0.49  0.048
O -1.11 -2.00 -0.65  -0.156
H 4.48 -2.85 -0.60  0.060
P -0.44 1.75 -1.37  0.777
C 4.05 -2.00 -0.07  -0.161
H 1.42 2.46 2.09  0.057
C 1.78 -1.84 -2.09  -0.178
H -1.91 2.66 -3.04  0.072
H -1.38 0.07 3.90  0.071
H -2.75 0.34 2.79  0.054
H 0.59 -3.40 1.06  0.024

Results
frontier orbital gap (spin up / spin down)	8.26 / 7.44	eV
lowest unoccupied orbital energy (spin up / spin down)	-6.53 / -9.00	eV
spin multiplicity	5
total charge	+2
DFT total energy	-1688.01981	Ha


C47H48FN6O4Pt | wB97M-V/def2-TZVPD

Each line ends with the Löwdin charge.
Element x y z (Å)
C 1.80 3.62 3.29  -0.192
C 7.11 3.17 4.15  -0.070
H -8.08 -0.35 -0.35  0.126
N 3.47 2.35 2.06  0.193
C -6.59 -5.24 -0.75  -0.194
C 0.27 3.92 1.08  -0.096
H 8.34 -0.75 1.40  0.104
H 2.53 2.33 4.87  0.110
H 3.52 3.77 4.51  0.057
C 6.24 3.09 3.06  -0.028
C -6.69 -7.65 0.84  -0.216
H -0.33 4.11 0.14  0.121
C -1.25 -1.61 -4.52  -0.060
H 5.54 5.87 -3.56  0.104
H -6.93 -8.30 1.68  0.094
O -1.95 2.52 -0.64  0.025
H -8.69 -7.68 0.33  0.044
C 3.76 4.63 -0.85  -0.009
C -7.12 -0.04 0.15  -0.099
H 5.45 3.85 2.94  0.115
C -0.25 -2.67 -2.56  -0.044
H 4.33 6.67 -1.35  0.094
C 5.19 1.48 -2.55  -0.032
C 2.53 3.41 4.59  -0.032
H 1.24 -1.43 -1.53  0.115
C 1.03 1.94 -3.89  0.018
C 0.57 -0.48 -3.30  -0.165
C -3.55 0.45 -0.04  0.064
H -3.84 1.48 -0.23  0.130
H -2.00 -3.44 -3.72  0.118
H 5.70 3.53 -4.04  0.136
H -6.13 -2.66 -0.02  0.091
H 1.02 1.61 -4.93  0.085
H 5.56 1.28 -3.58  0.094
H -0.73 5.55 1.94  0.124
H -6.01 -5.49 -1.65  0.119
C -2.79 -2.16 0.52  -0.087
N 3.55 2.33 -0.21  -0.087
H -6.33 -8.29 0.01  0.129
H -5.87 1.66 0.29  0.125
H 1.72 2.73 -3.77  0.068
O -0.14 1.14 -0.92  -0.238
H 5.99 1.69 0.01  0.135
C -0.36 -0.50 -4.36  0.006
C -3.45 -4.43 0.99  -0.145
C 1.32 2.97 1.06  -0.271
H 6.12 1.39 -1.90  0.092
C -7.85 -6.16 -0.81  -0.183
H 0.05 2.34 -3.65  0.101
C 5.05 5.25 -2.83  -0.050
C 4.02 3.28 -1.15  -0.260
C 4.69 2.89 -2.33  -0.233
H 0.42 5.03 4.25  0.143
C -2.49 -3.46 0.92  0.060
N 5.53 1.92 0.91  0.173
H 3.24 4.85 0.11  0.124
H -6.78 1.44 -1.38  0.122
C 0.75 4.53 3.29  -0.015
C -2.18 0.21 -0.07  0.013
C -5.12 -2.88 0.30  0.076
H 4.48 0.71 -2.24  0.062
H 2.06 3.92 5.41  0.078
H 8.98 0.39 3.50  0.107
C -1.70 -1.18 0.34  -0.306
C -1.37 1.42 -0.54  -0.504
H -0.45 0.40 -5.03  0.124
H 4.03 2.30 2.90  0.119
C -6.34 1.03 -0.48  -0.152
O -0.53 -1.50 0.49  0.048
H -6.09 -0.78 -1.60  0.176
C -5.63 -6.61 1.20  -0.137
C -4.13 -1.87 0.27  -0.118
C 7.29 0.97 2.33  -0.229
H -8.26 -6.37 1.19  0.061
H -8.74 -5.57 -0.97  0.078
C 7.33 -0.30 1.57  -0.034
H -5.63 -6.28 2.30  0.138
F -2.94 -5.68 1.41  0.003
C 8.19 1.09 3.40  -0.025
C 1.33 0.71 -3.01  -0.329
N -5.80 -5.31 0.43  -0.088
C 4.28 5.65 -1.67  -0.033
N -4.54 -0.54 -0.01  0.010
H 8.91 2.27 4.99  0.123
N -7.94 -7.01 0.45  -0.035
H -0.22 -3.45 -1.79  0.110
H -7.79 -6.87 -1.65  0.103
C 2.23 3.00 2.08  -0.202
H -7.14 -0.07 1.23  0.111
C 8.08 2.17 4.26  -0.078
C -0.05 4.71 2.15  -0.055
C 6.34 1.98 2.13  -0.158
C -1.23 -2.66 -3.62  -0.041
O 2.24 0.72 -2.12  -0.160
H -4.63 -7.10 1.08  0.118
H -7.00 -4.17 -0.89  0.122
C 0.59 -1.60 -2.39  0.001
H 7.11 3.94 4.91  0.111
C 5.16 3.90 -3.12  -0.073
H 6.84 -0.12 0.60  0.067
Pt 1.61 1.88 -0.49  1.433
C 4.17 2.22 0.91  -0.330
C -4.78 -4.26 0.56  -0.086
H 6.76 -1.03 2.16  0.105
H -1.97 -1.66 -5.31  0.102
C -5.81 -0.31 -0.60  -0.303
H -1.44 -3.68 0.99  0.129

Results
frontier orbital gap (spin up / spin down)	1.55 / 4.60	eV
lowest unoccupied orbital energy (spin up / spin down)	-3.08 / -5.42	eV
spin multiplicity	3
energy above the lowest of the compared OMol25 structures with the same formula, charge and spin	212.32	kJ/mol
total charge	+1
DFT total energy	-2667.99617	Ha


C5H8S3 | wB97M-V/def2-TZVPD

Each line ends with the Löwdin charge.
Element x y z (Å)
C -1.12 1.01 -0.96  -0.092
C -0.38 0.41 0.25  -0.488
H 0.03 1.24 0.90  0.108
C 2.13 0.16 -0.11  -1.161
S 0.49 -2.00 -0.82  0.808
H -2.12 0.19 1.66  0.074
H -0.47 1.72 -1.40  0.043
C 0.79 -0.50 -0.30  -0.803
H -2.02 1.44 -0.57  0.071
H 2.70 -2.10 -0.26  -0.131
S 2.26 1.80 -0.32  0.706
H -1.43 0.17 -1.65  0.098
S 3.46 -0.97 0.21  0.716
H -2.00 -1.05 0.35  0.087
H -0.93 -1.08 1.90  0.075
C -1.39 -0.43 1.12  -0.112

Results
frontier orbital gap	7.12	eV
lowest unoccupied orbital energy	-1.79	eV
energy above the lowest of the compared OMol25 structures with the same formula, charge and spin	118.55	kJ/mol
DFT total energy	-1389.82040	Ha
SMILES	CC(C)C(=S)C(=S)S